## A
71
Properties=species:S:1:pos:R:3 method="wB97M-V/def2-TZVPD" charge=-2 multiplicity=1 lumo_energy_ha=0.1349
H 3.7684 -3.4319 2.9845
H 4.0429 -3.2964 0.7246
C -2.8993 -0.1883 2.2008
H 3.9590 -2.0158 -0.5021
P -0.1199 1.5221 -0.1188
N 1.9530 -0.7908 0.6179
S 4.3978 1.0848 0.9543
H -0.8849 -2.1312 3.7311
H 4.4163 1.8782 -1.6100
O -0.1891 -1.5473 -0.6512
O -2.6973 -0.7088 3.2773
H 0.2489 -3.5560 5.4472
H 2.4935 4.3919 -3.1681
O 0.2873 2.4133 3.5286
H 1.6546 3.7095 -0.9612
H 2.6085 -4.2575 5.0380
H 1.9093 3.0710 -5.1815
H 4.8044 -1.6981 1.0197
C 3.4924 0.5846 -0.4209
N 3.9156 1.0075 -1.6608
O 0.2048 0.4557 2.4704
C -2.1776 3.1363 0.9086
H -4.3852 2.7425 -2.2343
C -3.7817 2.8615 -1.3430
H -0.3443 0.3610 -2.7677
H 0.4514 1.0725 -4.9613
H -5.2044 4.0711 -0.2879
C -3.4251 3.7360 0.8690
O -2.0762 -0.1532 1.1906
C 1.8758 3.5059 -3.0780
O -1.0775 -5.0033 1.8051
H -3.8474 0.3263 1.9740
N 0.7678 -2.0421 2.5199
C -1.7239 2.3938 -0.1852
C 0.4048 1.7450 2.5229
N -0.2209 -4.0701 -0.3203
C 0.8198 2.3610 1.1926
C 0.7568 1.6311 -4.0871
F -3.8617 1.8226 -4.5037
O -1.4683 -2.6224 1.3422
F -3.8629 -4.2037 1.0240
C 0.2930 1.2324 -2.8421
S 0.0815 -2.8824 -1.4829
H 1.8735 2.0965 1.0331
C 3.9575 -2.2201 0.5683
F -2.0477 1.3720 -5.6435
C 1.3987 3.1220 -1.8342
F -3.1666 -3.4456 -0.8820
C -2.7429 0.9234 -4.4794
N 2.3791 -0.1128 -0.4693
C 0.1459 -2.4500 3.6244
C 1.5541 2.7601 -4.2065
H -2.2246 1.6763 -2.1801
H 0.7154 3.4434 1.2309
C 0.6087 1.9809 -1.7123
C 2.0523 -2.3576 2.3036
C -2.5327 2.2517 -1.3088
H 3.1742 0.9886 -2.3487
C -2.9049 -4.3098 0.0966
C 2.6665 -1.7365 1.1243
Ti -0.2864 -0.8341 1.0591
S -1.2337 -3.9845 0.8062
C -4.2292 3.5985 -0.2591
H -3.7715 4.3087 1.7212
C 0.7831 -3.2380 4.5639
C 2.7388 -3.1787 3.1892
F -2.9577 -5.5498 -0.4091
F -3.3536 -0.2400 -4.9876
O 1.5162 -3.0012 -1.7014
C 2.0922 -3.6220 4.3295
H -1.5646 3.2399 1.7962


## B
71
Properties=species:S:1:pos:R:3 method="wB97M-V/def2-TZVPD" charge=-2 multiplicity=1 lumo_energy_ha=0.1469
H 0.3194 -2.8631 -2.3977
Ti -0.8038 0.1180 1.3209
F -1.1753 -4.7617 2.0829
O -0.6105 1.1176 -0.3435
O -2.4679 -0.4774 0.6931
C -0.4276 -0.1730 5.5623
C -3.2796 2.3899 2.0845
O -0.0614 -1.5303 0.4515
P 1.0554 -0.1279 -2.1292
N -2.0026 2.7502 2.0060
H 4.3055 -2.7398 -4.7234
H 4.5568 1.4633 3.4731
C -0.1828 2.1101 -1.0656
C 0.7030 1.6755 -2.2544
N -4.1038 3.2531 1.3803
C -2.8410 -2.2541 -3.4370
H -3.7458 -2.7764 -3.7240
N -1.0110 1.8905 2.2406
C 2.2221 0.5037 -4.7081
H -0.2758 4.4580 2.9353
C 2.3479 -0.0151 1.4136
H 4.4443 -0.3095 1.7088
C 2.0724 -0.4004 -3.6592
H -3.7246 -0.3045 -3.5947
H 4.5494 -1.1080 -6.5739
C 1.2810 1.6321 2.6509
O 0.8868 -3.7666 0.3435
F -0.4360 -0.5976 6.8823
O -0.4960 3.2737 -0.9417
F 0.5365 0.8655 5.5943
H 0.8092 3.8382 4.2067
H -1.7068 0.8798 -2.8870
H 3.2081 0.9687 -6.5559
H -1.7120 -4.0510 -3.0976
C 3.6252 1.2434 2.9662
C 3.1049 0.2502 -5.7510
H -3.6391 3.5991 0.5489
H 0.1969 1.9989 -3.1646
C 3.5717 0.2581 1.9970
C -1.6745 -0.1974 -2.9863
N 1.1838 -2.4499 2.4660
C 2.8425 -1.5675 -3.6842
O -0.6920 -0.7300 2.8951
F -1.6036 0.5209 5.4469
O -3.4888 0.9883 -0.6859
C -0.5149 -0.9024 -2.6843
C -0.5478 -2.2976 -2.7190
C -2.8287 -0.8697 -3.3683
C 3.7164 -1.8306 -4.7284
S -3.9428 1.1567 3.0242
S 0.2821 -1.6015 3.8667
H 2.7604 -2.2673 -2.8595
C 2.4772 1.9390 3.2879
N 1.2368 0.6493 1.7165
H 1.6424 1.4183 -4.7180
O -0.4735 -2.7490 4.3614
F -1.8540 -3.7318 0.3010
C -0.0829 3.6278 3.6210
H -3.7193 -0.9959 -0.7977
C 0.0375 2.3595 2.8537
C 3.8542 -0.9168 -5.7653
H -0.9407 3.5467 4.2887
F -2.2529 -2.8966 2.2394
H 1.6598 2.1964 -2.1820
S 0.3574 -2.7613 1.2455
H -4.9814 2.8035 1.1695
C -1.6984 -2.9682 -3.0977
H 2.2546 -0.7743 0.6549
C -3.2494 -0.1314 -0.2967
C -1.3430 -3.5490 1.5490
H 2.4902 2.7011 4.0520


In order of decreasing stability: A, B.